A 2-piece molecular cluster, C37H41N2O3P overall, computed with ωB97M-V with the def2-TZVPD basis set.

Geometry as XYZ:
```
84
Properties=species:S:1:pos:R:3:lowdin_charge:R:1
C -3.425 0.336 7.718 -0.153
C -2.004 -0.218 7.605 -0.151
C -1.899 -0.862 6.213 -0.149
N -3.085 -0.444 5.494 -0.085
C -3.278 -0.707 4.168 -0.193
C -2.633 -1.811 3.547 0.005
C -2.909 -2.136 2.234 0.014
C -3.656 -1.256 1.392 -0.204
C -3.893 -1.531 0.007 0.107
C -3.942 -0.542 -1.016 -0.191
C -3.258 0.705 -0.872 0.007
C -3.219 1.630 -1.896 0.019
C -4.019 1.457 -3.056 -0.194
N -4.127 2.473 -3.991 -0.124
C -5.396 3.074 -4.351 -0.154
C -5.074 4.174 -5.379 -0.153
C -3.566 4.107 -5.644 -0.153
C -3.013 2.955 -4.784 -0.145
C -4.719 0.230 -3.210 0.019
C -4.623 -0.764 -2.255 0.021
C -4.236 -0.108 2.017 -0.017
C -4.127 0.111 3.376 -0.001
C -3.988 0.367 6.285 -0.154
H -4.037 -0.332 8.329 0.109
H -3.459 1.329 8.167 0.109
H -1.266 0.584 7.685 0.110
H -1.796 -0.945 8.391 0.109
H -0.985 -0.528 5.693 0.130
H -1.846 -1.959 6.299 0.119
H -1.964 -2.436 4.141 0.109
H -2.534 -3.072 1.826 0.120
H -4.123 -2.561 -0.277 0.136
H -2.723 0.910 0.055 0.124
H -2.624 2.540 -1.799 0.121
H -6.084 2.320 -4.768 0.112
H -5.877 3.505 -3.456 0.121
H -5.650 4.010 -6.293 0.106
H -5.346 5.153 -4.977 0.105
H -3.352 3.923 -6.700 0.107
H -3.086 5.048 -5.366 0.105
H -2.186 3.277 -4.135 0.115
H -2.630 2.149 -5.437 0.126
H -5.297 0.087 -4.125 0.122
H -5.095 -1.732 -2.429 0.121
H -4.838 0.576 1.418 0.123
H -4.671 0.936 3.837 0.105
H -5.015 -0.032 6.248 0.130
H -4.026 1.403 5.908 0.118
C 1.152 -1.126 2.491 -0.089
C 1.400 -1.879 1.207 -0.257
O 0.117 -2.198 0.661 -0.077
C 0.197 -2.798 -0.570 -0.601
C -1.081 -3.369 -0.879 -0.179
P -1.400 -4.122 -2.408 0.666
C -0.107 -5.376 -2.598 -0.265
C 0.529 -5.919 -1.479 -0.088
C 1.509 -6.905 -1.654 -0.085
C 1.878 -7.303 -2.943 -0.100
C 1.260 -6.730 -4.060 -0.092
C 0.257 -5.771 -3.892 -0.067
C -2.923 -5.079 -2.047 -0.266
C -2.993 -5.985 -0.984 -0.079
C -4.156 -6.747 -0.794 -0.092
C -5.254 -6.573 -1.643 -0.105
C -5.196 -5.632 -2.677 -0.101
C -4.038 -4.874 -2.871 -0.093
O -1.578 -3.262 -3.621 -0.372
O 1.238 -2.815 -1.230 0.027
H 2.101 -0.946 2.999 0.071
H 0.687 -0.158 2.264 0.076
H 0.489 -1.684 3.166 0.059
H 1.957 -1.253 0.496 0.122
H 1.958 -2.809 1.407 0.128
H -1.908 -3.116 -0.235 0.004
H 0.285 -5.568 -0.475 0.099
H 1.985 -7.339 -0.776 0.096
H 2.659 -8.055 -3.075 0.096
H 1.559 -7.023 -5.066 0.096
H -0.233 -5.315 -4.753 0.104
H -2.151 -6.097 -0.300 0.100
H -4.192 -7.474 0.017 0.097
H -6.159 -7.163 -1.494 0.096
H -6.047 -5.482 -3.340 0.095
H -3.988 -4.119 -3.658 0.096
```

- electronic energy (hartree) = -2111.02378
- net charge = 0
- maximum force (eV Å⁻¹) = 1.7
- lowest unoccupied orbital energy (eV) = -2.233